# 1
This record from the Open Molecules 2025 dataset describes C3H8I2NO as an isolated structure in a non-equilibrium geometry. The level of theory is the ωB97M-V functional and the def2-TZVPD basis.

The calculation puts the gap between HOMO and LUMO (spin up / spin down) at 7.301 / 7.302 eV. The value obtained for the LUMO energy (spin up / spin down) is -6.6 / -6.6 eV. As for the charge: +1. The calculation puts the molar mass at 327.911 g/mol. Its spin multiplicity is 1. For the energy relative to the best compared isomer or geometry (same formula, charge and spin), the calculation gives 2.120 eV.

Positions of all 15 atoms, in Å:
C (-1.562, 0.850, -1.600)
C (-1.351, -0.035, 0.760)
C (-2.162, 0.429, -0.323)
N (1.990, -0.754, 0.825)
O (-1.708, 0.076, 2.025)
I (-4.144, 1.140, 0.032)
I (-1.971, -2.317, -0.064)
H (-0.794, 1.527, -1.428)
H (-0.842, 0.043, -1.966)
H (-2.357, 1.066, -2.322)
H (-0.215, -0.180, 0.818)
H (2.510, 0.000, 0.362)
H (2.712, -1.505, 0.951)
H (1.908, -0.185, 1.683)
H (-2.629, 0.255, 2.358)

=====

# 2
This record from the Open Molecules 2025 dataset describes one molecule with the formula C3H8I2Si in a non-equilibrium geometry. The level of theory is the ωB97M-V functional and the def2-TZVPD basis.

The calculation puts the gap between HOMO and LUMO at 8.969 eV. The value obtained for the LUMO energy is 0.0 eV. As for the charge: 0. The calculation puts the molar mass at 325.991 g/mol. The SMILES is CC(C)[SiH](I)I. Its spin multiplicity is 1. For the energy relative to the best compared isomer or geometry (same formula, charge and spin), the calculation gives 1.395 eV.

Positions of all 14 atoms, in Å:
C (-1.311, 0.650, -0.642)
C (-0.445, -0.449, -0.030)
C (-0.565, -0.488, 1.438)
Si (1.740, 0.027, -0.648)
I (3.416, -1.689, 0.047)
I (2.444, 2.255, 0.144)
H (-1.482, 1.615, -0.050)
H (-0.910, 1.054, -1.657)
H (-2.279, 0.132, -1.010)
H (-0.606, -1.412, -0.528)
H (-0.294, 0.592, 1.531)
H (0.123, -1.344, 1.883)
H (-1.671, -0.691, 1.559)
H (1.840, -0.250, -2.036)

=====

# 3
This record from the Open Molecules 2025 dataset describes a 2-piece molecular cluster, C3H8IN overall in a non-equilibrium geometry. The level of theory is the ωB97M-V functional and the def2-TZVPD basis.

The calculation puts the gap between HOMO and LUMO at 9.483 eV. The value obtained for the LUMO energy is 0.3 eV. As for the charge: 0. The calculation puts the molar mass at 185.008 g/mol. The SMILES is C/C=N\C.I. Its spin multiplicity is 1. For the energy relative to the best compared isomer or geometry (same formula, charge and spin), the calculation gives 0.566 eV.

Positions of all 13 atoms, in Å:
C (0.168, -0.062, -1.638)
C (-0.034, 1.281, -0.874)
N (-0.707, 1.357, 0.195)
C (-1.266, 0.198, 0.838)
H (-0.236, 0.149, -2.634)
H (1.226, -0.217, -1.768)
H (-0.248, -0.999, -1.134)
H (0.459, 2.187, -1.323)
H (-1.829, -0.276, 0.018)
H (-0.527, -0.493, 1.079)
H (-1.718, 0.393, 1.755)
I (2.702, -2.120, 3.396)
H (2.010, -1.398, 2.089)

=====

# 4
This record from the Open Molecules 2025 dataset describes a 2-piece molecular cluster, C3H8IN overall in a non-equilibrium geometry. The level of theory is the ωB97M-V functional and the def2-TZVPD basis.

The calculation puts the gap between HOMO and LUMO (spin up / spin down) at 5.842 / 7.327 eV. The value obtained for the LUMO energy (spin up / spin down) is 0.9 / -2.4 eV. As for the charge: 0. The calculation puts the molar mass at 185.008 g/mol. Its spin multiplicity is 3. For the energy relative to the best compared isomer or geometry (same formula, charge and spin), the calculation gives 1.331 eV.

Positions of all 13 atoms, in Å:
C (-1.459, 0.585, -1.149)
C (1.222, 0.320, 0.152)
C (-1.083, 0.138, 0.292)
N (0.014, 0.136, 0.848)
I (2.309, -2.354, 1.764)
H (-2.453, 0.175, -1.429)
H (-1.549, 1.751, -1.062)
H (-0.790, 0.266, -1.941)
H (1.612, -0.747, -0.110)
H (1.203, 0.789, -0.785)
H (1.895, 0.934, 0.878)
H (1.016, -1.769, 1.684)
H (-1.938, -0.225, 0.859)

=====

# 5
This record from the Open Molecules 2025 dataset describes C3H8InS as an isolated structure. The level of theory is the ωB97M-V functional and the def2-TZVPD basis.

The calculation puts the gap between HOMO and LUMO at 7.739 eV. The value obtained for the LUMO energy is 3.4 eV. As for the charge: -1. The calculation puts the molar mass at 190.982 g/mol. Its spin multiplicity is 1. For the energy relative to the best compared isomer or geometry (same formula, charge and spin), the calculation gives 0.000 eV.

Positions of all 13 atoms, in Å:
C (-0.610, 1.398, 1.695)
C (-0.741, 0.186, 1.133)
C (0.397, -0.635, 0.654)
In (0.279, -1.247, -1.488)
S (0.731, 0.753, -2.959)
H (0.377, 1.813, 1.846)
H (-1.449, 2.019, 1.970)
H (-1.752, -0.182, 1.005)
H (0.543, -1.526, 1.264)
H (1.306, -0.042, 0.755)
H (1.630, -2.377, -1.798)
H (-1.284, -1.940, -1.959)
H (0.573, 1.781, -2.117)

=====

# 6
This record from the Open Molecules 2025 dataset describes C3H8MnNO6S as an isolated structure in a non-equilibrium geometry. The level of theory is the ωB97M-V functional and the def2-TZVPD basis.

The calculation puts the gap between HOMO and LUMO (spin up / spin down) at 7.567 / 8.531 eV. The value obtained for the LUMO energy (spin up / spin down) is 0.1 / -0.4 eV. As for the charge: 0. The calculation puts the molar mass at 241.103 g/mol. Its spin multiplicity is 7.

Positions of all 20 atoms, in Å:
Mn (-1.310, -2.815, 2.678)
N (-3.142, -2.128, 0.275)
O (-3.399, -2.542, -0.829)
O (-3.447, -1.034, 0.608)
O (-2.525, -2.942, 0.961)
O (-0.413, -1.147, 1.542)
S (0.379, -0.698, 0.394)
O (0.685, -1.571, -0.777)
O (-0.033, 0.841, -0.037)
C (0.164, 1.260, -1.338)
C (0.789, 2.617, -1.162)
C (2.071, -0.223, 1.120)
H (-0.786, 1.337, -1.866)
H (0.900, 0.640, -1.849)
H (0.910, 2.997, -2.176)
H (1.808, 2.525, -0.788)
H (0.293, 3.374, -0.554)
H (2.791, -0.110, 0.309)
H (2.407, -1.037, 1.761)
H (1.861, 0.656, 1.729)

=====

# 7
This record from the Open Molecules 2025 dataset describes an isolated ion of composition C3H8N and charge +1 in a non-equilibrium geometry. The level of theory is the ωB97M-V functional and the def2-TZVPD basis.

The calculation puts the gap between HOMO and LUMO at 13.932 eV. The value obtained for the LUMO energy is -3.5 eV. As for the charge: +1. The calculation puts the molar mass at 58.104 g/mol. The SMILES is C[C@H]1C[NH2+]1. Its spin multiplicity is 1. For the energy relative to the best compared isomer or geometry (same formula, charge and spin), the calculation gives 0.905 eV.

Positions of all 12 atoms, in Å:
C (-0.415, -1.144, 0.804)
C (0.462, 0.051, 0.393)
C (0.692, 0.269, -1.037)
N (-0.273, 1.128, -0.317)
H (-1.201, -1.168, -0.001)
H (-0.873, -0.849, 1.771)
H (0.309, -1.979, 0.824)
H (1.222, 0.390, 1.088)
H (1.547, 0.677, -1.526)
H (-0.014, -0.506, -1.628)
H (-0.185, 2.120, -0.028)
H (-1.272, 1.011, -0.343)

=====

# 8
This record from the Open Molecules 2025 dataset describes an isolated ion of composition C3H8N and charge +1 in a non-equilibrium geometry. The level of theory is the ωB97M-V functional and the def2-TZVPD basis.

The calculation puts the gap between HOMO and LUMO at 13.919 eV. The value obtained for the LUMO energy is -3.5 eV. As for the charge: +1. The calculation puts the molar mass at 58.104 g/mol. The SMILES is C[C@H]1C[NH2+]1. Its spin multiplicity is 1. For the energy relative to the best compared isomer or geometry (same formula, charge and spin), the calculation gives 1.044 eV.

Positions of all 12 atoms, in Å:
C (1.361, -0.330, 0.593)
C (-0.161, -0.362, 0.397)
C (-0.849, 0.842, 0.024)
N (-0.739, -0.272, -0.943)
H (1.727, -1.014, 1.260)
H (1.595, 0.640, 0.900)
H (1.728, -0.426, -0.412)
H (-0.797, -1.008, 1.067)
H (-1.769, 1.137, 0.263)
H (-0.156, 1.654, -0.138)
H (-1.562, -0.814, -1.131)
H (-0.378, -0.047, -1.880)

=====

# 9
This record from the Open Molecules 2025 dataset describes a 2-piece molecular cluster, C3H8N overall in a non-equilibrium geometry. The level of theory is the ωB97M-V functional and the def2-TZVPD basis.

The calculation puts the gap between HOMO and LUMO at 5.963 eV. The value obtained for the LUMO energy is -9.2 eV. As for the charge: +1. The calculation puts the molar mass at 58.104 g/mol. Its spin multiplicity is 1. For the energy relative to the best compared isomer or geometry (same formula, charge and spin), the calculation gives 6.821 eV.

Positions of all 12 atoms, in Å:
C (0.118, -1.303, 0.703)
C (-0.482, -0.110, 0.384)
C (0.043, 1.222, 0.775)
N (0.165, 0.086, -1.575)
H (-0.472, -2.195, 0.809)
H (0.585, -0.855, -1.570)
H (1.183, -1.313, 1.005)
H (-0.720, 1.986, 0.931)
H (0.726, 1.159, 1.609)
H (0.633, 1.451, -0.150)
H (0.182, 0.413, -2.491)
H (-1.347, -0.098, -0.287)

=====

# 10
This record from the Open Molecules 2025 dataset describes a 2-piece molecular cluster, C3H8N overall in a non-equilibrium geometry. The level of theory is the ωB97M-V functional and the def2-TZVPD basis.

The calculation puts the gap between HOMO and LUMO at 3.707 eV. The value obtained for the LUMO energy is -8.3 eV. As for the charge: +1. The calculation puts the molar mass at 58.104 g/mol. Its spin multiplicity is 1. For the energy relative to the best compared isomer or geometry (same formula, charge and spin), the calculation gives 3.262 eV.

Positions of all 12 atoms, in Å:
C (-0.671, 1.926, -0.940)
C (-1.539, 0.842, -0.819)
C (-1.489, -0.407, -1.477)
N (2.363, -1.552, 2.441)
H (-0.827, 2.834, -0.489)
H (2.575, -2.498, 2.753)
H (0.060, 1.929, -1.695)
H (1.771, -1.508, 1.675)
H (-0.734, -0.519, -2.332)
H (-2.343, -1.114, -1.421)
H (3.173, -0.895, 2.466)
H (-2.340, 0.963, -0.161)

=====

> molar mass of number 1 (C3H8I2NO)?

327.911 g/mol

=====

> Which of these has the highest molar mass?

C3H8I2NO

=====

> Which formula does entry 9 have?

C3H8N